CH6O4 | ωB97M-V/def2-TZVPD

XYZ file:
```
11
CH6O4, DFT ωB97M-V/def2-TZVPD
O -1.27954 -0.32589 2.19904
C -0.55902 -1.10285 1.64174
O -0.42094 -1.28433 0.33847
H 0.07188 -1.80966 2.23115
H -1.29521 -1.12959 -0.11827
H 0.10704 1.38104 -1.70522
H -0.75499 2.65510 -1.49407
O -0.81042 1.67611 -1.40085
H 2.87196 -0.26396 -1.48111
H 2.36568 1.21906 -1.18174
O 2.51238 0.52476 -1.90293
```

Values from the calculation:
energy relative to the best compared isomer or geometry (same formula, charge and spin): 22.17 kcal per mole
SMILES: O=CO.O.O
F_max: 0.0442 hartree/bohr
2S+1: 1
DFT total energy: -9323.9540 eV
HOMO energy: -10.778 eV



C13H28N4O7Ti | ωB97M-V/def2-TZVPD

XYZ file:
```
53
C13H28N4O7Ti, DFT ωB97M-V/def2-TZVPD
Ti 0.78734 1.11268 0.00269
C 3.53407 0.83513 1.24943
O 3.00979 0.69536 0.15134
O 4.70573 0.50900 0.95557
O 3.52719 2.05138 1.20339
C -1.41235 -0.66561 2.59303
C 0.05576 -0.46923 2.80879
O 0.61436 0.51211 2.31380
N 0.73691 -1.27299 3.62101
C 2.20809 -1.22645 3.75896
H -1.50730 -0.60498 1.50887
H -2.01280 0.10262 3.08026
H -1.88403 -1.59563 2.91033
H 0.16362 -1.96295 4.08511
H 2.68271 -1.49941 2.81646
H 2.51709 -1.91517 4.54528
H 2.53160 -0.24011 4.09149
C -1.13100 0.26425 -3.34677
C 0.23236 0.85717 -3.60528
O 0.73913 1.46308 -2.65485
N 0.90121 0.74033 -4.78729
C 0.49393 -0.01084 -5.94673
H -1.71543 0.39857 -4.25699
H -1.53206 0.93410 -2.58612
H -1.08808 -0.79921 -3.11158
H 1.79783 1.20389 -4.82325
H 1.27524 -0.72489 -6.20710
H 0.37635 0.59330 -6.84634
H -0.42936 -0.56140 -5.76642
C -0.60877 -3.16595 -0.17329
C 0.37203 -2.06768 -0.42381
O -0.01289 -0.93803 -0.61601
N 1.68472 -2.22969 -0.19972
C 2.38224 -3.47106 -0.03541
H -1.59159 -2.74195 0.03261
H -0.33901 -3.75818 0.70111
H -0.53847 -3.87882 -0.99487
H 2.26472 -1.40933 -0.09619
H 1.72138 -4.33565 -0.09748
H 2.77055 -3.53542 0.98104
H 3.19549 -3.64655 -0.73963
C -3.39107 2.47186 -0.44342
C -2.34091 2.68039 0.56480
O -1.20397 2.30909 0.29257
N -2.73918 3.27570 1.64786
C -1.90313 3.66535 2.79095
H -3.75178 1.44418 -0.40015
H -3.14106 2.65724 -1.48803
H -4.18184 3.18637 -0.21477
H -3.71014 3.50168 1.80997
H -2.45125 3.70121 3.73242
H -1.50845 4.67383 2.66720
H -1.15552 2.88729 2.94521
```

Values from the calculation:
F_max: 0.3500 hartree/bohr
2S+1: 5
DFT total energy: -57335.8291 eV
HOMO energy (alpha / beta): -2.962 / -4.347 eV



C2H3NO2 | ωB97M-V/def2-TZVPD

XYZ file:
```
8
C2H3NO2, DFT ωB97M-V/def2-TZVPD
O 2.03792 -0.92743 0.60676
C 0.83690 -0.89235 0.37230
N 0.21419 0.16524 -0.36754
C -1.10535 0.66584 -0.30877
O -1.84313 0.34649 0.55972
H 0.13332 -1.62275 0.83408
H 0.92727 0.81119 -0.69927
H -1.20110 1.45377 -0.99727
```

Values from the calculation:
energy relative to the best compared isomer or geometry (same formula, charge and spin): 10.02 kcal per mole
SMILES: O=CNC=O
F_max: 0.0659 hartree/bohr
2S+1: 1
DFT total energy: -7707.4086 eV
HOMO energy: -10.587 eV



C6H6N2 | ωB97M-V/def2-TZVPD

XYZ file:
```
14
C6H6N2, DFT ωB97M-V/def2-TZVPD
C -1.08922 -1.23202 0.09347
C -1.90432 0.03215 -0.05999
C -1.09365 1.13704 -0.14086
C 1.48734 1.03699 0.08167
C 2.32234 -0.10960 -0.14093
C 0.22792 -0.79111 0.07216
H -1.23124 -1.98837 -0.61723
H -1.26271 -1.70308 1.10848
H -2.97624 0.08776 -0.46847
H -1.20633 2.24086 -0.22432
H 1.61724 2.07199 0.44245
H 3.38420 -0.10438 -0.36672
N 0.21550 0.55248 0.28010
N 1.50917 -1.23071 -0.05980
```

Values from the calculation:
energy relative to the best compared isomer or geometry (same formula, charge and spin): 33.83 kcal per mole
SMILES: C1=Cn2ccnc2C1
F_max: 0.1268 hartree/bohr
2S+1: 1
DFT total energy: -9297.2774 eV
HOMO energy: -8.271 eV



C36H39N3O3PdTe | ωB97M-V/def2-TZVPD

XYZ file:
```
83
C36H39N3O3PdTe, DFT ωB97M-V/def2-TZVPD
Pd -2.30568 -1.32100 0.07834
O -3.15899 -0.98542 1.87456
C -3.57370 -1.95120 2.63424
C -3.91616 -1.60438 3.97015
C -4.34494 -2.52775 4.88838
C -4.46114 -3.88230 4.54524
C -4.14244 -4.24793 3.25950
C -3.72578 -3.33012 2.28034
C -3.47087 -3.90263 0.96765
N -3.27855 -3.25015 -0.10400
C -2.89664 -3.93056 -1.32545
C -1.58582 -3.32457 -1.85295
N -1.69562 -1.87358 -1.77527
C -1.65473 -1.13253 -2.81449
C -1.97250 0.27140 -2.85671
C -1.43670 1.03339 -3.90905
C -1.71056 2.37102 -4.05424
C -2.59481 2.96558 -3.13795
C -3.16451 2.24686 -2.12058
C -2.87432 0.86286 -1.90789
O -3.43522 0.24094 -0.94215
H -3.80805 -0.56008 4.23518
H -4.58404 -2.20245 5.89490
H -4.78130 -4.61792 5.27069
H -4.21436 -5.29094 2.96800
H -3.45515 -4.99643 0.93220
H -2.76138 -5.00430 -1.15780
H -3.68448 -3.77377 -2.06908
H -0.77517 -3.65629 -1.20603
H -1.40857 -3.64383 -2.88595
H -1.36091 -1.60085 -3.75958
H -0.76738 0.54222 -4.60956
H -1.26099 2.94859 -4.85034
H -2.83292 4.01964 -3.23588
H -3.84619 2.71063 -1.41840
C 1.10355 -3.12027 1.96744
C -0.23420 -3.14399 1.22048
O -0.73120 -4.26342 0.93188
N -0.67031 -1.93468 0.97190
Te 0.92213 0.01847 -0.60948
C 1.98244 1.45676 -1.81552
C 2.95896 1.06258 -2.73602
C 3.42810 -0.36257 -2.90682
C 3.55138 2.01831 -3.56746
C 3.19757 3.35223 -3.51470
C 3.83885 4.37305 -4.41598
C 2.21452 3.73020 -2.60500
C 1.59721 2.81210 -1.76897
C 0.50641 3.29381 -0.85370
C 1.64427 0.73255 1.25907
C 3.01077 0.64337 1.55291
C 4.01081 0.06230 0.59139
C 3.47212 1.09461 2.78775
C 2.61307 1.61937 3.73983
C 3.12231 2.10756 5.06950
C 1.26205 1.68459 3.43373
C 0.75242 1.24890 2.21344
C -0.73426 1.32503 2.00713
H 0.96110 -3.61906 2.92774
H 1.47457 -2.10920 2.13347
H 1.83096 -3.69539 1.39135
H 3.02695 -1.02209 -2.14203
H 4.51899 -0.41002 -2.86745
H 3.12140 -0.75145 -3.88122
H 4.31189 1.69610 -4.27337
H 4.58851 3.91363 -5.06053
H 4.32751 5.15882 -3.83616
H 3.09505 4.85518 -5.05396
H 1.90842 4.77098 -2.55609
H 0.35778 4.36842 -0.96817
H 0.74104 3.08703 0.19149
H -0.43628 2.79110 -1.08229
H 3.71252 -0.94184 0.28212
H 4.99653 0.00797 1.05442
H 4.08934 0.66691 -0.31346
H 4.53270 1.02461 3.00811
H 4.18930 1.91134 5.17741
H 2.60223 1.61666 5.89405
H 2.96499 3.18279 5.17973
H 0.56922 2.08282 4.16901
H -1.17070 2.08937 2.65108
H -1.19677 0.36532 2.24378
H -0.99565 1.54699 0.97216
```

Values from the calculation:
energy relative to the best compared isomer or geometry (same formula, charge and spin): 0.33 kcal per mole
total charge: -1
F_max: 0.0036 hartree/bohr
2S+1: 2
DFT total energy: -59351.5809 eV
HOMO energy (alpha / beta): -4.483 / -4.693 eV



C3H4N2O | ωB97M-V/def2-TZVPD

XYZ file:
```
10
C3H4N2O, DFT ωB97M-V/def2-TZVPD
O 0.24433 1.19224 -1.61203
C -1.40858 0.09267 -0.05274
C -0.07822 0.66716 -0.36790
N 0.91260 -0.29318 0.14360
N 0.31792 -1.13256 0.94630
C -1.00365 -0.92998 0.84862
H 0.85255 0.58849 -2.04446
H -0.08160 1.49539 0.37401
H 1.88198 -0.08237 0.34409
H -1.63732 -1.59786 1.42051
```

Values from the calculation:
energy relative to the best compared isomer or geometry (same formula, charge and spin): 110.64 kcal per mole
F_max: 0.0086 hartree/bohr
2S+1: 1
DFT total energy: -8199.0875 eV
HOMO energy: -8.864 eV